# 1
# C22H16F5NO5PdSSe

C22H16F5NO5PdSSe as an isolated structure at a distorted geometry (the ωB97M-V functional and the def2-TZVPD basis, the Open Molecules 2025 dataset).

Geometry as XYZ:
```
52
Properties=species:S:1:pos:R:3:nbo_charge:R:1
Pd 0.098 0.227 1.431 0.744
O -4.389 -0.234 3.008 -0.686
C -3.178 0.199 3.423 0.777
O -2.622 1.135 2.922 -0.590
C -2.758 -0.566 4.669 -0.169
O -1.380 -0.721 4.859 -0.497
C -0.812 -1.911 4.322 -0.159
C -0.332 -1.650 2.902 0.728
O 0.894 -1.400 2.715 -0.681
O -1.193 -1.512 1.984 -0.733
H -4.653 0.348 2.280 0.492
H -3.123 0.034 5.507 0.219
H -3.282 -1.525 4.686 0.193
H 0.040 -2.154 4.950 0.211
H -1.544 -2.724 4.344 0.180
F 6.703 -1.381 1.880 -0.286
C 5.596 -0.649 1.758 0.268
C 5.344 0.387 2.641 0.264
F 6.213 0.649 3.619 -0.288
C 4.190 1.137 2.504 0.327
F 3.988 2.119 3.386 -0.293
C 3.264 0.894 1.497 -0.311
Se 1.681 1.957 1.369 0.000
C 3.554 -0.142 0.623 0.311
F 2.727 -0.433 -0.390 -0.311
C 4.694 -0.915 0.745 0.304
F 4.935 -1.908 -0.115 -0.298
N -0.786 1.092 -0.166 -1.064
S 0.023 1.034 -1.548 1.146
C -0.086 -0.615 -2.242 -0.172
C 0.420 -0.827 -3.519 -0.244
C 0.404 -2.106 -4.045 -0.188
C -0.102 -3.161 -3.293 -0.198
C -0.589 -2.937 -2.016 -0.195
C -0.581 -1.655 -1.476 -0.239
C -1.009 1.920 -2.696 -0.276
C -0.622 3.216 -3.001 -0.178
C -1.423 3.981 -3.837 -0.205
C -2.595 3.447 -4.351 -0.182
C -2.974 2.147 -4.038 -0.220
C -2.180 1.374 -3.208 -0.151
H -1.751 0.783 -0.264 0.377
H 0.817 -0.001 -4.097 0.225
H 0.792 -2.283 -5.039 0.220
H -0.106 -4.162 -3.705 0.221
H -0.970 -3.759 -1.425 0.225
H -0.937 -1.488 -0.467 0.252
H 0.291 3.620 -2.582 0.235
H -1.131 4.993 -4.084 0.225
H -3.217 4.045 -5.004 0.222
H -3.887 1.734 -4.445 0.223
H -2.457 0.353 -2.973 0.222
```

As for the orbital gap: 7.31 eV. Its net charge is 0. The energy relative to the best compared isomer or geometry (same formula, charge and spin) is 0.0 kJ/mol. The value obtained for the LUMO energy is -0.5 eV.


# 2
# C22H16N5OPRhSSe2

C22H16N5OPRhSSe2 as an isolated structure (the ωB97M-V functional and the def2-TZVPD basis, the Open Molecules 2025 dataset).

Geometry as XYZ:
```
49
Properties=species:S:1:pos:R:3:nbo_charge:R:1
Rh -0.108 -0.338 -1.270 0.695
Se -1.528 1.102 0.049 -0.166
P -3.011 -0.540 -0.084 1.042
Se -1.493 -2.081 -0.469 -0.005
C -4.143 -0.346 -1.452 -0.378
C -4.114 0.772 -2.277 -0.179
C -4.965 0.828 -3.372 -0.199
C -5.827 -0.224 -3.637 -0.158
C -5.854 -1.341 -2.809 -0.189
C -5.012 -1.410 -1.715 -0.213
C -3.929 -0.827 1.419 -0.379
C -5.266 -0.438 1.503 -0.190
C -5.950 -0.619 2.695 -0.200
C -5.305 -1.182 3.787 -0.152
C -3.972 -1.566 3.702 -0.201
C -3.277 -1.387 2.520 -0.195
H -3.425 1.582 -2.082 0.235
H -4.942 1.690 -4.024 0.236
H -6.480 -0.179 -4.498 0.234
H -6.526 -2.161 -3.023 0.233
H -5.025 -2.285 -1.076 0.226
H -5.765 -0.002 0.648 0.236
H -6.987 -0.322 2.768 0.236
H -5.846 -1.325 4.713 0.233
H -3.479 -2.008 4.557 0.233
H -2.239 -1.688 2.441 0.232
O -1.164 -0.028 -2.935 -0.452
N -0.292 -0.845 -3.446 -0.060
C -0.417 -1.265 -4.654 -0.025
C -1.521 -0.859 -5.479 0.224
N -2.427 -0.533 -6.103 -0.209
C 0.573 -2.189 -5.128 0.237
N 1.354 -2.950 -5.487 -0.224
N 1.056 0.366 1.989 -0.786
C 1.745 -0.499 1.236 0.309
N 1.399 -0.900 0.029 -0.573
C 2.328 -1.841 -0.469 0.185
C 2.256 -2.507 -1.685 -0.273
C 3.271 -3.384 -2.030 -0.168
C 4.349 -3.609 -1.177 -0.199
C 4.424 -2.961 0.045 -0.192
C 3.403 -2.086 0.380 -0.244
S 3.224 -1.165 1.847 0.421
H 0.109 0.608 1.734 0.420
H 1.371 0.581 2.918 0.417
H 1.430 -2.353 -2.365 0.219
H 3.220 -3.896 -2.982 0.238
H 5.131 -4.297 -1.465 0.234
H 5.252 -3.136 0.718 0.236
```

As for the orbital gap: 6.70 eV. Its net charge is +1. The energy relative to the best compared isomer or geometry (same formula, charge and spin) is 1.1 kJ/mol. The value obtained for the LUMO energy is -4.8 eV.


# 3
# C22H17Cl2F13N4OZr

C22H17Cl2F13N4OZr as an isolated structure at a distorted geometry (the ωB97M-V functional and the def2-TZVPD basis, the Open Molecules 2025 dataset).

Geometry as XYZ:
```
60
Properties=species:S:1:pos:R:3:nbo_charge:R:1
Zr -0.045 -0.369 -0.154 2.084
C -2.894 -1.707 -0.838 -0.419
N -1.994 -0.734 -1.509 -0.500
C -1.758 -1.229 -2.882 -0.418
C -2.691 0.569 -1.582 -0.229
C -2.794 1.163 -0.194 -0.237
N -1.577 0.813 0.546 -0.858
C -1.480 1.335 1.835 0.127
C -0.758 0.559 2.733 0.285
F -0.389 -0.674 2.232 -0.318
C -0.528 0.860 4.046 0.365
F 0.161 0.019 4.819 -0.295
C -0.997 2.067 4.533 -0.344
C -1.688 2.886 3.664 0.360
F -2.144 4.064 4.102 -0.297
C -1.928 2.554 2.337 0.302
F -2.586 3.428 1.572 -0.293
H -3.874 -1.687 -1.325 0.195
H -3.012 -1.449 0.213 0.218
H -2.471 -2.703 -0.907 0.240
H -2.714 -1.312 -3.407 0.195
H -1.300 -2.213 -2.835 0.222
H -1.106 -0.546 -3.418 0.238
H -3.679 0.434 -2.034 0.201
H -2.112 1.222 -2.227 0.238
H -3.664 0.772 0.346 0.192
H -2.915 2.241 -0.279 0.241
H -0.819 2.375 5.552 0.254
Cl -0.302 4.751 -1.656 -0.114
C 0.925 3.399 -1.264 0.164
C 2.141 3.761 -2.089 -0.254
C 3.196 3.000 -2.358 -0.173
C 3.329 1.574 -1.967 -0.354
C 2.703 0.967 -0.975 -0.379
Cl 1.627 1.470 0.330 0.982
C 0.212 1.966 -2.099 0.353
N 0.324 0.790 -2.059 -0.789
H 2.081 4.753 -2.513 0.238
H 3.972 3.425 -2.986 0.215
H 3.927 0.925 -2.602 0.228
F 0.610 -3.734 -2.750 -0.305
C 1.339 -3.194 -1.770 0.971
F 2.578 -3.654 -1.873 -0.292
F 1.366 -1.860 -1.995 -0.283
C 0.683 -3.425 -0.369 0.015
O -0.282 -2.480 -0.189 -0.889
C 0.073 -4.846 -0.291 0.977
F 0.955 -5.767 -0.696 -0.310
F -1.013 -4.932 -1.065 -0.308
F -0.299 -5.142 0.954 -0.302
C 1.744 -3.212 0.742 0.972
F 1.180 -3.209 1.946 -0.286
F 2.753 -4.070 0.751 -0.291
F 2.247 -1.964 0.545 -0.291
C 3.033 0.975 2.710 -0.657
C 1.969 1.105 1.691 -0.563
N 0.776 3.099 -0.009 -0.704
H 2.996 1.799 3.425 0.230
H 4.033 0.936 2.266 0.220
H 2.879 0.055 3.275 0.231
```

As for the orbital gap: 7.00 eV. Its net charge is 0. The energy relative to the best compared isomer or geometry (same formula, charge and spin) is 1510.5 kJ/mol. The value obtained for the LUMO energy is -0.5 eV.


# 4
# C22H17Cl2FeN5O6S

C22H17Cl2FeN5O6S as an isolated structure at a distorted geometry (the ωB97M-V functional and the def2-TZVPD basis, the Open Molecules 2025 dataset).

Geometry as XYZ:
```
54
Properties=species:S:1:pos:R:3:nbo_charge:R:1
Fe 0.520 0.578 -0.290 1.298
O 0.251 -2.368 -3.316 -0.678
C 0.476 -1.420 -2.569 0.767
O 0.188 -1.299 -1.336 -0.753
C 1.168 -0.175 -3.079 0.125
C 1.788 -0.016 -4.305 -0.208
C 2.411 1.195 -4.578 -0.162
C 2.409 2.202 -3.622 -0.208
C 1.771 1.956 -2.422 0.118
N 1.161 0.802 -2.186 -0.369
C 1.736 2.886 -1.229 0.758
O 2.180 4.014 -1.290 -0.617
O 1.208 2.321 -0.191 -0.652
H 1.774 -0.840 -5.003 0.241
H 2.912 1.347 -5.526 0.213
H 2.890 3.158 -3.769 0.242
Cl 5.252 -0.716 0.335 -0.002
C 4.079 -0.210 1.505 -0.134
C 4.462 -0.074 2.850 -0.201
C 3.570 0.296 3.817 -0.097
Cl 4.091 0.429 5.475 -0.029
C 2.220 0.566 3.484 -0.036
C 1.182 0.910 4.375 -0.141
C -0.080 1.123 3.893 -0.262
C -0.333 1.012 2.515 0.121
N 0.619 0.703 1.671 -0.375
C 1.875 0.463 2.128 0.118
C 2.776 0.040 1.101 0.351
O 2.298 -0.075 -0.092 -0.655
H 5.491 -0.274 3.117 0.233
H 1.394 0.990 5.433 0.224
H -0.893 1.382 4.557 0.220
H -1.310 1.191 2.092 0.225
N -4.226 4.567 -1.498 -0.494
C -3.784 3.508 -1.336 0.446
N -3.404 2.261 -1.168 -0.712
C -2.213 1.874 -0.915 0.626
N -1.191 1.374 -0.675 -0.595
C -4.214 -0.227 0.996 -0.624
C -3.666 -1.632 0.807 -0.599
S -2.130 -1.591 -0.139 1.306
O -1.141 -0.954 0.808 -1.017
C -1.784 -3.362 -0.112 -0.599
C -2.416 -4.058 -1.308 -0.628
H -5.114 -0.249 1.612 0.209
H -4.457 0.244 0.044 0.240
H -3.477 0.404 1.493 0.216
H -4.360 -2.256 0.238 0.213
H -3.442 -2.119 1.759 0.211
H -2.118 -3.760 0.848 0.204
H -0.697 -3.396 -0.166 0.267
H -3.488 -3.863 -1.378 0.195
H -2.283 -5.138 -1.226 0.211
H -1.933 -3.721 -2.226 0.251
```

As for the orbital gap (alpha / beta): 7.56 / 7.51 eV. Its net charge is -1. The energy relative to the best compared isomer or geometry (same formula, charge and spin) is 75.4 kJ/mol. The multiplicity is 2. The value obtained for the LUMO energy (alpha / beta) is 2.1 / 2.1 eV. As for the expectation value of S²: 0.79.


> Among the records above, which one has the lowest net charge?

C22H17Cl2FeN5O6S